1.
{"formula": "C28H31Br53N5", "method": "wB97M-V/def2-TZVPD", "total_charge": 1, "e_lumo_ev": -4.1367, "homo_energy_ev": -11.235, "max_force_ev_per_a": 5.7, "gap_ha": 0.261, "elements": ["C", "C", "Br", "C", "Br", "N", "C", "C", "N", "C", "N", "N", "C", "C", "C", "N", "C", "C", "H", "H", "H", "H", "H", "H", "H", "H", "H", "H", "H", "H", "H", "H", "C", "Br", "Br", "Br", "H", "C", "Br", "Br", "Br", "H", "C", "Br", "Br", "Br", "H", "C", "Br", "Br", "Br", "H", "C", "Br", "Br", "Br", "H", "C", "Br", "Br", "Br", "H", "C", "Br", "Br", "Br", "H", "C", "Br", "Br", "Br", "H", "C", "Br", "Br", "Br", "H", "C", "Br", "Br", "Br", "H", "C", "Br", "Br", "Br", "H", "C", "Br", "Br", "Br", "H", "C", "Br", "Br", "Br", "H", "C", "Br", "Br", "Br", "H", "C", "Br", "Br", "Br", "H", "C", "Br", "Br", "Br", "H", "C", "Br", "Br", "Br", "H"], "coordinates": [[3.315193, -1.796912, -0.920547], [1.963240, -2.542111, -1.298211], [2.144578, -4.413920, -1.972952], [0.649189, -1.967977, -1.184454], [-0.861726, -3.155912, -1.665608], [0.528877, -0.570125, -0.703335], [1.005413, 0.450651, -1.702405], [0.891176, 0.013630, -3.232039], [0.436502, 0.927201, -4.088827], [-0.855217, -0.201773, -0.359288], [-1.128839, 0.048366, 1.075192], [-1.853880, -0.045872, -1.213793], [-3.230515, 0.360288, -0.872277], [-3.894219, 1.521756, -1.699739], [-5.322727, 1.940663, -1.269086], [-6.129143, 1.379198, -0.208045], [-5.500545, 0.302544, 0.488205], [-4.081592, -0.281128, 0.265669], [3.700467, -1.087600, -1.750529], [3.195355, -1.121415, 0.011203], [4.182745, -2.528385, -0.690455], [2.060354, 0.794907, -1.422117], [0.314394, 1.372614, -1.578923], [1.203040, -0.985051, -3.682664], [0.458984, 0.496541, -5.029312], [-0.621560, 0.907656, 1.383142], [-0.669976, -0.711405, 1.615733], [-1.652955, -0.225312, -2.220597], [-3.318651, 2.027367, -2.587213], [-5.789136, 2.828143, -1.871665], [-6.116490, -0.186921, 1.330524], [-3.640039, -1.134793, 0.894700], [0.813118, 4.050957, 1.627487], [-0.912578, 3.925797, 0.744464], [0.764992, 5.281840, 3.123780], [1.492379, 2.307773, 2.148421], [1.513475, 4.459636, 0.900243], [-3.618174, -0.305081, 4.697685], [-5.272410, 0.310759, 5.501914], [-3.088606, -2.051131, 5.350756], [-3.690653, -0.277243, 2.756659], [-2.838816, 0.395105, 4.996479], [-3.284979, 5.641593, -2.533693], [-4.961045, 6.285031, -1.805179], [-2.828876, 3.883856, -1.839969], [-3.275863, 5.670833, -4.470926], [-2.508158, 6.329758, -2.200844], [-9.251289, 3.302991, -3.192311], [-8.924251, 5.188070, -3.517108], [-8.030654, 2.576630, -1.869659], [-11.103206, 2.961209, -2.729085], [-9.055435, 2.780674, -4.127515], [0.425494, -4.391141, 5.668959], [0.640199, -2.491861, 5.329026], [1.788113, -5.067271, 6.871060], [-1.365832, -4.815239, 6.288440], [0.559919, -4.901063, 4.715847], [6.374724, -4.642398, -1.508985], [6.190190, -4.118775, 0.350342], [7.430779, -3.364529, -2.517212], [7.066532, -6.444726, -1.687378], [5.373757, -4.641351, -1.939446], [0.573255, -8.080397, -3.201590], [2.072335, -7.541608, -4.308620], [0.971436, -7.895194, -1.312690], [-1.055608, -7.146388, -3.689054], [0.402177, -9.139277, -3.389398], [-2.622075, 9.809994, -0.596361], [-4.300553, 10.458397, 0.131011], [-2.163509, 8.056503, 0.098930], [-2.615000, 9.842601, -2.537029], [-1.844925, 10.496405, -0.263855], [-7.509951, 9.018881, -3.873096], [-6.056622, 9.482905, -2.674747], [-8.720984, 10.508183, -4.148868], [-6.857007, 8.298486, -5.552075], [-8.082115, 8.228799, -3.388751], [10.764452, -7.757240, -0.914486], [9.939060, -9.124009, -2.016485], [11.584842, -8.510341, 0.673302], [12.013725, -6.672989, -1.927045], [9.967744, -7.095142, -0.578264], [5.791227, -5.555816, 7.712265], [4.732348, -5.282193, 9.314171], [5.731017, -7.400572, 7.113464], [5.291883, -4.324557, 6.299069], [6.825939, -5.339256, 7.973444], [5.440137, 1.237065, 0.517636], [4.663002, 0.226007, 1.981568], [7.014833, 0.369976, -0.201022], [4.141546, 1.610372, -0.874791], [5.756700, 2.195437, 0.926660], [-1.793308, 3.935590, -7.864242], [-1.649502, 3.406444, -9.724735], [-0.911518, 2.675022, -6.682301], [-1.161404, 5.744757, -7.572669], [-2.852698, 3.923102, -7.610626], [3.875165, -2.918162, 2.764152], [2.095743, -3.104696, 2.010048], [3.899717, -1.702986, 4.279152], [4.650908, -4.637954, 3.210427], [4.502024, -2.475551, 1.990912], [-0.843410, 8.363692, 5.379777], [0.449257, 7.137147, 6.150384], [0.018920, 9.886752, 4.544607], [-2.057672, 7.465825, 4.162258], [-1.445038, 8.749012, 6.201527], [-3.722921, 0.176727, -7.646059], [-2.662160, -1.313669, -8.288929], [-5.604757, -0.046261, -8.055927], [-3.431260, 0.505390, -5.756015], [-3.382764, 1.063733, -8.179855], [4.545372, -9.963397, 9.997658], [2.766738, -10.141910, 9.244542], [4.568245, -8.751432, 11.511419], [5.317131, -11.686410, 10.441940], [5.174736, -9.521435, 9.226707]], "forces_ev_per_a": [[0.2, 0.2, 0.1], [-2.0, 1.3, 0.4], [0.1, 2.0, 0.7], [4.0, -2.2, -0.1], [0.8, 1.5, 0.5], [-2.5, -0.9, -1.6], [-0.1, 1.1, -1.2], [-0.8, 2.2, -1.9], [1.0, -2.8, 2.3], [-0.2, 0.2, 2.3], [1.0, -0.6, -2.3], [0.7, -0.1, 0.9], [-4.7, 1.8, 0.7], [-1.2, -3.6, 2.7], [2.0, -1.2, 0.5], [5.3, -1.7, -1.5], [1.4, 0.1, -1.3], [-0.5, 2.7, -3.8], [-0.8, -1.3, 1.0], [-0.2, -1.2, -1.5], [-1.7, 1.0, -0.4], [-1.7, -0.9, -0.5], [1.3, -1.3, -0.4], [-0.2, 1.1, 1.3], [0.0, 0.3, 0.4], [-0.5, -0.5, -0.5], [-0.2, 0.5, -0.5], [-0.2, 0.2, 0.8], [-1.7, -2.1, 1.7], [1.3, -1.9, 1.5], [1.0, 1.0, -1.6], [-1.0, 1.2, -2.0], [0.1, 0.4, 0.2], [0.5, -0.1, 0.3], [0.0, -0.4, -0.3], [-0.1, 0.2, -0.1], [-0.2, -0.2, 0.1], [0.1, 0.1, 0.4], [0.3, -0.1, -0.2], [-0.2, 0.4, -0.2], [0.0, 0.3, 3.0], [-0.2, -0.2, 0.0], [0.2, 0.6, 0.0], [0.4, -0.5, -0.2], [0.3, 2.6, -0.3], [0.0, -0.1, 0.4], [-0.2, -0.1, -0.1], [-0.1, -0.1, 0.0], [0.0, -0.3, 0.0], [-1.7, 0.3, -0.5], [0.4, 0.1, -0.1], [-0.1, 0.2, 0.2], [0.0, -0.2, -0.1], [-0.2, -0.4, 0.3], [-0.5, 0.2, -0.2], [0.4, 0.0, 0.0], [0.0, 0.2, 0.2], [0.0, 0.0, -0.2], [0.3, -0.3, -0.5], [-0.2, -0.2, 0.2], [-0.1, 0.4, 0.1], [0.2, 0.0, 0.1], [0.0, -0.1, 0.0], [-0.3, 0.0, 0.2], [-0.1, 0.0, -0.3], [0.3, -0.1, 0.1], [0.0, 0.3, 0.0], [0.0, 0.2, 0.0], [0.4, -0.2, -0.1], [0.0, 0.3, -0.1], [0.2, -0.1, 0.4], [-0.2, -0.2, -0.1], [-0.1, 0.0, 0.1], [-0.6, 0.1, -0.4], [0.3, -0.3, 0.0], [-0.1, 0.1, 0.3], [0.1, 0.2, -0.1], [0.0, 0.1, 0.1], [0.2, 0.3, 0.2], [-0.1, 0.1, -0.3], [-0.2, -0.3, 0.2], [0.2, -0.2, -0.1], [0.1, 0.2, 0.2], [0.1, -0.1, -0.4], [-0.1, 0.3, 0.1], [0.4, -0.4, 0.9], [-0.3, -0.1, -0.1], [0.3, 0.0, 0.1], [0.3, 0.5, -0.5], [-0.4, 0.1, 0.1], [0.6, 0.4, 0.2], [-0.1, -0.2, -0.1], [-0.1, 0.0, 0.0], [0.0, 0.1, 0.4], [0.1, 0.5, -0.3], [-0.1, -0.4, -0.1], [0.3, 0.0, 0.0], [0.1, -0.2, 0.0], [0.3, -0.1, 0.2], [0.1, -0.4, -0.1], [-0.6, 0.4, -0.4], [-0.2, -0.1, 0.2], [-0.1, 0.1, 0.0], [-0.2, 0.2, -0.2], [-0.1, -0.4, 0.1], [0.2, 0.2, 0.2], [0.2, -0.1, -0.2], [0.0, 0.0, -0.2], [-0.2, 0.3, 0.2], [0.4, 0.0, 0.1], [-0.3, -0.3, -0.1], [0.0, -0.2, 0.1], [0.1, 0.0, -0.1], [0.3, 0.0, 0.2], [0.0, -0.3, -0.3], [-0.2, 0.3, -0.1], [-0.2, -0.1, 0.2]]}

2.
{"formula": "C5H11NO", "method": "wB97M-V/def2-TZVPD", "total_charge": 1, "multiplicity": 2, "s_squared": 0.76, "e_lumo_ev": [-4.4073, -7.8113], "homo_energy_ev": [-13.596, -13.581], "max_force_ev_per_a": 2.5, "e_above_lowest_kcal_mol": 51.1, "gap_ha": [0.338, 0.212], "elements": ["C", "C", "N", "C", "C", "C", "H", "H", "H", "H", "H", "H", "H", "H", "H", "H", "H", "O"], "coordinates": [[-1.076062, -0.664575, 1.051818], [-0.656894, -1.984761, 1.099730], [-1.304196, -2.920716, 1.826454], [-0.187850, 0.503312, 0.838525], [0.473412, 0.515558, -0.521295], [1.700506, 0.936063, -0.766660], [-2.096197, -0.383266, 1.280142], [0.308364, -2.384645, 0.803203], [-1.475009, -3.763149, 1.268115], [-2.161750, -2.579978, 2.231359], [0.559106, 0.570775, 1.641579], [-0.779309, 1.414508, 0.966670], [0.002906, -0.044347, -1.324497], [2.078009, 0.953924, -1.783274], [2.363097, 1.420909, -0.054534], [1.530817, 2.976838, -2.898912], [0.131958, 2.294485, -2.858323], [0.589092, 3.139065, -2.800099]], "forces_ev_per_a": [[0.6, 1.2, 0.5], [0.4, -1.1, 1.6], [-1.1, 0.8, -2.1], [-0.3, 0.6, -0.3], [0.7, -1.2, 0.0], [0.4, 0.8, -0.1], [-0.3, -0.6, 0.2], [0.0, 0.6, -0.9], [0.7, -0.6, 0.9], [-0.4, -0.1, 0.4], [0.1, -0.3, -0.1], [-0.1, -0.1, -0.1], [-0.5, 0.4, 0.0], [0.0, -0.4, 0.1], [-0.3, -0.1, 0.2], [-0.1, -0.1, -0.1], [0.3, 0.0, -0.1], [-0.2, 0.2, 0.1]]}

3.
{"formula": "CH2O2", "method": "wB97M-V/def2-TZVPD", "total_charge": 0, "e_lumo_ev": [-0.4441, -0.4432], "homo_energy_ev": [-9.726, -9.731], "max_force_ev_per_a": 4.2, "e_above_lowest_kcal_mol": 128.3, "gap_ha": [0.341, 0.341], "elements": ["C", "O", "O", "H", "H"], "coordinates": [[-0.075101, -0.338940, -0.279033], [0.632805, 0.608259, 0.039816], [0.548922, 1.092901, 1.249357], [-0.083087, -0.626269, -1.269794], [-1.023538, -0.735951, 0.259654]], "forces_ev_per_a": [[-3.9, -1.3, 1.0], [0.9, 0.1, -0.4], [-0.1, 0.8, 1.4], [0.9, -0.5, -2.1], [2.2, 1.0, 0.1]]}